A cluster of 2 separate species, C6H12O in total at a distorted geometry, computed with ωB97M-V/def2-TZVPD.

Geometry as ORCA input:
```
! wB97M-V def2-TZVPD RIJCOSX def2/J DEFGRID3
* xyz -1 2
C -1.002 -0.905 -0.209
C -0.146 0.331 0.294
C 1.316 0.069 0.160
C 1.755 -1.197 0.348
C 3.169 -1.477 0.262
C 4.121 -0.948 -0.532
H -1.978 -0.526 -0.171
H -0.943 -1.823 0.583
H -0.676 -1.330 -1.292
H -0.362 0.280 1.492
H -0.259 1.155 -0.259
H 1.892 0.934 -0.158
H 1.155 -1.981 0.744
H 3.490 -2.326 0.985
H 3.943 -0.001 -0.969
H 5.103 -1.192 -0.639
H -5.954 3.473 -0.701
H -6.510 2.709 0.468
O -6.773 3.174 -0.253
*
```

Summary:
- Strongest force on any atom: 0.1286 Eh/bohr
- Energy relative to the best compared isomer or geometry (same formula, charge and spin): 63.6 kcal/mol
- LUMO energy (spin up / spin down): 0.10356 / 0.10062 hartree
- Gap between HOMO and LUMO (spin up / spin down): 2.3 / 5.7 eV

Formally, the Löwdin partial charges of the atoms, in units of the elementary charge, are as follows: -0.19 -0.34 -0.24 -0.25 -0.31 -0.12 -0.01 0.09 0.10 0.11 0.03 0.07 0.04 0.08 -0.01 -0.05 0.06 -0.03 -0.04

A cluster of 2 separate species, C4H7NO2 in total at a distorted geometry, computed with ωB97M-V/def2-TZVPD.

Geometry as ORCA input:
```
! wB97M-V def2-TZVPD RIJCOSX def2/J DEFGRID3
* xyz 0 1
C 0.893 1.254 1.216
C 0.109 0.516 0.138
C 0.785 -0.713 -0.424
N 0.089 -1.760 -0.596
C -2.073 -0.263 -1.924
O -3.025 -0.838 -1.686
O -1.162 0.194 0.649
H 1.011 0.614 2.096
H 0.305 2.125 1.518
H 1.876 1.600 0.878
H -0.025 1.185 -0.731
H -1.225 -0.777 0.631
H 1.838 -0.621 -0.717
H 0.603 -2.516 -1.047
*
```

Summary:
- Strongest force on any atom: 0.0281 Eh/bohr
- Energy relative to the best compared isomer or geometry (same formula, charge and spin): 37.1 kcal/mol
- LUMO energy: 0.03420 hartree
- Gap between HOMO and LUMO: 11.2 eV

Formally, the Löwdin partial charges of the atoms, in units of the elementary charge, are as follows: -0.05 -0.48 -0.18 0.09 0.02 0.04 -0.08 0.08 0.08 0.08 0.13 0.07 0.12 0.07

An isolated molecule of C4H5NO at a distorted geometry, computed with ωB97M-V/def2-TZVPD.

Geometry as ORCA input:
```
! wB97M-V def2-TZVPD RIJCOSX def2/J DEFGRID3
* xyz 0 1
N 1.720 -0.287 -0.368
C 0.413 0.024 0.014
C -0.145 1.206 0.408
O -1.487 1.125 0.489
C -1.874 -0.189 0.217
C -0.687 -0.863 -0.043
H 2.404 0.371 -0.026
H 1.978 -1.227 -0.100
H 0.300 2.164 0.643
H -1.915 -0.416 -0.906
H -0.707 -1.908 -0.327
*
```

Summary:
- Strongest force on any atom: 0.0399 Eh/bohr
- SMILES string: Nc1ccoc1
- Energy relative to the best compared isomer or geometry (same formula, charge and spin): 75.7 kcal/mol
- LUMO energy: 0.02979 hartree
- Gap between HOMO and LUMO: 9.2 eV

Formally, the Löwdin partial charges of the atoms, in units of the elementary charge, are as follows: 0.09 -0.33 -0.07 -0.05 -0.15 -0.06 0.09 0.09 0.13 0.15 0.12

A structure of composition C37H28IrN9O3S at a distorted geometry, computed with ωB97M-V/def2-TZVPD.

Geometry as ORCA input:
```
! wB97M-V def2-TZVPD RIJCOSX def2/J DEFGRID3
* xyz 2 5
Ir 0.478 0.367 0.331
O 0.433 -0.668 -4.235
C 0.649 -1.977 -4.060
C 1.132 -2.728 -5.135
C 1.354 -4.081 -4.994
C 1.115 -4.723 -3.777
C 0.655 -3.995 -2.703
C 0.427 -2.619 -2.819
C 0.039 -1.821 -1.657
O -0.205 -0.575 -1.732
N -0.025 -2.442 -0.472
N -0.256 -1.579 0.473
C -1.001 -1.792 1.516
C -1.324 -0.652 2.314
C -2.056 -0.734 3.499
C -2.339 0.413 4.205
C -1.893 1.636 3.703
C -1.175 1.654 2.529
N -0.889 0.548 1.831
H 0.092 -0.300 -3.394
H 1.323 -2.223 -6.072
H 1.720 -4.656 -5.834
H 1.302 -5.782 -3.674
H 0.461 -4.467 -1.751
H -1.400 -2.779 1.712
H -2.376 -1.706 3.847
H -2.886 0.373 5.136
H -2.097 2.558 4.226
H -0.801 2.587 2.129
C 6.865 7.606 -9.315
O 7.122 6.302 -8.796
C 6.326 5.776 -7.891
C 5.164 6.398 -7.392
C 4.391 5.755 -6.463
C 4.742 4.474 -5.987
C 5.915 3.861 -6.490
C 6.687 4.496 -7.415
C 3.983 3.796 -4.997
N 4.305 2.597 -4.498
C 3.400 2.327 -3.559
C 2.462 3.392 -3.455
N 2.853 4.298 -4.383
C 1.394 3.413 -2.518
C 0.408 4.390 -2.403
C -0.604 4.224 -1.438
C -0.587 3.131 -0.615
N 0.378 2.178 -0.676
C 1.350 2.290 -1.649
C 2.266 1.213 -1.757
N 2.066 0.172 -0.903
C 2.850 -0.904 -0.996
C 3.884 -0.998 -1.910
C 4.126 0.060 -2.778
C 3.305 1.175 -2.715
H 7.675 7.817 -10.005
H 6.861 8.353 -8.520
H 5.914 7.641 -9.850
H 4.874 7.378 -7.743
H 3.500 6.255 -6.105
H 6.186 2.883 -6.121
H 7.588 4.045 -7.807
H 2.412 5.180 -4.579
H 0.392 5.255 -3.052
H -1.406 4.939 -1.341
H -1.377 2.986 0.109
H 2.634 -1.723 -0.323
H 4.484 -1.895 -1.934
H 4.936 0.025 -3.492
S 2.064 -0.473 2.362
C 2.410 0.896 3.290
N 2.957 0.709 4.534
C 3.372 1.748 5.289
C 3.212 3.018 4.820
C 2.576 3.161 3.579
N 2.186 2.136 2.842
H 3.064 -0.240 4.868
H 3.812 1.517 6.248
H 3.555 3.869 5.386
H 2.376 4.142 3.165
*
```

Summary:
- Strongest force on any atom: 0.0364 Eh/bohr
- Energy relative to the best compared isomer or geometry (same formula, charge and spin): 0.0 kcal/mol
- LUMO energy (spin up / spin down): -0.19557 / -0.28712 hartree
- Gap between HOMO and LUMO (spin up / spin down): 4.8 / 4.2 eV

Formally, the Löwdin partial charges of the atoms, in units of the elementary charge, are as follows: 1.42 0.08 -0.26 0.00 -0.06 -0.07 -0.02 -0.09 -0.42 -0.10 0.09 -0.19 -0.05 -0.27 0.01 -0.02 -0.03 -0.13 -0.10 0.07 0.12 0.11 0.11 0.11 0.15 0.13 0.12 0.12 0.10 -0.02 -0.01 -0.24 0.02 0.01 -0.13 0.02 0.05 -0.21 0.23 -0.12 -0.06 0.21 -0.08 0.00 -0.06 -0.12 -0.09 -0.14 -0.15 -0.10 -0.12 -0.01 0.04 -0.08 0.11 0.11 0.11 0.12 0.12 0.12 0.14 0.16 0.11 0.11 0.10 0.11 0.12 0.13 0.73 -0.78 0.09 -0.02 -0.01 -0.07 0.07 0.15 0.15 0.12 0.13

A structure of composition C9H17ClN2OP at a distorted geometry, computed with ωB97M-V/def2-TZVPD.

Geometry as ORCA input:
```
! wB97M-V def2-TZVPD RIJCOSX def2/J DEFGRID3
* xyz 1 1
C -1.899 -1.600 0.167
C 0.345 0.412 -1.580
C 0.629 -0.890 -2.217
C -0.391 1.352 -2.576
C 1.576 2.393 1.236
C -0.858 1.910 1.367
C -1.561 -2.306 1.404
C -0.313 -3.209 1.077
C 0.407 1.902 0.382
N -2.289 -1.017 -0.738
N 0.639 0.626 -0.377
O 0.762 -2.367 0.629
P 1.350 -0.944 1.122
Cl 3.243 -1.126 0.636
H 0.677 -0.776 -3.268
H 1.345 -1.424 -1.710
H -0.362 -1.372 -2.212
H -1.062 0.668 -3.046
H -0.872 2.028 -1.981
H 0.378 1.850 -3.112
H 1.440 3.369 1.743
H 1.777 1.700 1.972
H 2.467 2.386 0.641
H -1.636 1.297 1.014
H -1.038 2.946 1.265
H -0.631 1.636 2.407
H -1.536 -1.489 2.176
H -2.345 -3.094 1.660
H -0.335 -3.786 0.232
H -0.108 -3.798 1.956
H 0.199 2.723 -0.270
*
```

Summary:
- Strongest force on any atom: 0.0801 Eh/bohr
- Energy relative to the best compared isomer or geometry (same formula, charge and spin): 11.3 kcal/mol
- LUMO energy: -0.14987 hartree
- Gap between HOMO and LUMO: 9.4 eV

Formally, the Löwdin partial charges of the atoms, in units of the elementary charge, are as follows: -0.24 -0.35 -0.02 0.04 -0.08 -0.02 -0.12 -0.16 -0.38 0.20 0.00 -0.46 0.70 0.39 0.09 0.03 0.09 0.09 0.04 0.10 0.12 0.01 0.08 0.04 0.07 0.08 0.14 0.16 0.11 0.13 0.11

A structure of composition C11H24ClIN2O2PSTi at a distorted geometry, computed with ωB97M-V/def2-TZVPD.

Geometry as ORCA input:
```
! wB97M-V def2-TZVPD RIJCOSX def2/J DEFGRID3
* xyz 2 2
C 4.367 5.037 -2.328
C 3.045 5.199 -1.816
H 4.900 6.009 -2.267
H 4.242 4.690 -3.379
H 4.889 4.271 -1.717
O 2.081 5.397 -1.196
I 3.150 1.675 -0.074
Ti 0.881 0.593 -0.719
P -0.478 1.553 -2.437
C -2.184 2.061 -2.010
C 0.144 2.908 -3.451
H 0.061 -0.437 -3.746
H -1.232 0.562 -4.494
H -1.592 -0.504 -3.104
C -0.836 0.157 -3.550
H 1.154 2.674 -3.794
H -0.510 3.052 -4.317
H -2.583 2.686 -2.825
H -2.188 2.624 -1.068
H 0.186 3.833 -2.867
H -2.835 1.180 -1.882
C 0.221 1.567 1.016
O -0.235 2.006 2.003
Cl 1.708 -1.404 -1.496
C 0.491 -5.017 2.083
C 0.734 -3.520 2.190
N -0.029 -2.799 1.125
C -0.769 -1.698 1.291
S -1.128 -0.620 -0.039
N -1.287 -1.381 2.513
C -2.140 -2.403 3.154
C -2.355 -2.086 4.617
H -0.567 -5.238 1.910
H 0.813 -5.546 2.994
H 1.094 -5.439 1.267
H 0.440 -3.082 3.142
H 1.789 -3.300 2.039
H 0.310 -2.949 0.159
H -1.735 -0.460 2.486
H -3.113 -2.439 2.636
H -1.621 -3.361 2.996
H -2.873 -1.132 4.743
H -2.999 -2.860 5.041
H -1.411 -2.061 5.175
*
```

Summary:
- Strongest force on any atom: 0.1214 Eh/bohr
- Energy relative to the best compared isomer or geometry (same formula, charge and spin): 0.0 kcal/mol
- LUMO energy (spin up / spin down): -0.29364 / -0.29365 hartree
- Gap between HOMO and LUMO (spin up / spin down): 6.5 / 6.7 eV

Formally, the Löwdin partial charges of the atoms, in units of the elementary charge, are as follows: 0.07 0.02 0.16 0.15 0.13 0.34 0.37 -0.24 0.69 -0.24 -0.25 0.03 0.07 0.05 -0.25 0.05 0.07 0.07 0.05 0.04 0.05 -0.27 0.12 0.03 -0.07 -0.19 0.04 -0.68 0.66 0.01 -0.23 -0.07 0.08 0.09 0.09 0.11 0.13 0.10 0.12 0.14 0.10 0.08 0.09 0.09

What is the formula in the second record?
C4H7NO2